Entry 1:
{
  "formula": "C5H9NO",
  "method": "ωB97M-V/def2-TZVPD",
  "symbols": ["H", "H", "C", "H", "H", "C", "H", "O", "C", "N", "C", "H", "H", "H", "C", "H"],
  "xyz": [[0.392, 0.286, -1.593], [-1.687, 1.541, 0.862], [-1.984, -0.406, -0.145], [0.542, 1.814, 0.564], [-1.464, -1.365, -0.217], [0.378, 0.740, 0.585], [-2.175, 0.013, -1.142], [1.105, -1.369, -0.509], [0.868, 0.014, -0.647], [-0.589, 0.052, 1.884], [-1.235, 0.531, 0.802], [0.955, 0.342, 1.471], [-2.960, -0.598, 0.314], [2.732, -0.640, -1.671], [2.230, -0.530, -0.709], [2.893, -0.426, 0.150]],
  "lowdin_charge": [0.146, 0.124, -0.061, 0.133, 0.078, -0.143, 0.076, -0.031, -0.307, 0.094, -0.453, 0.139, 0.077, 0.113, -0.103, 0.117],
  "charge": 0,
  "de_lowest_kj_mol": 573.37,
  "spin_multiplicity": 1,
  "orbital_gap_ev": 9.19
}

---

Entry 2:
{
  "formula": "C25H23O6S2",
  "method": "ωB97M-V/def2-TZVPD",
  "symbols": ["O", "C", "H", "H", "H", "H", "C", "O", "H", "H", "O", "H", "C", "H", "C", "C", "C", "H", "C", "H", "C", "C", "H", "C", "H", "O", "C", "C", "C", "C", "C", "H", "H", "O", "H", "C", "S", "S", "C", "H", "C", "C", "H", "H", "C", "H", "C", "C", "C", "O", "H", "H", "C", "H", "H", "C"],
  "xyz": [[-3.629, 1.208, 0.823], [1.173, -1.964, 3.750], [4.255, -0.742, -4.346], [-3.822, -2.984, -0.868], [2.462, -2.709, 5.310], [2.413, -3.346, -0.527], [-4.177, -1.221, -2.151], [-1.493, -0.195, 1.892], [3.314, -4.548, -2.506], [-0.664, 2.174, 0.343], [-2.890, 2.987, -1.936], [4.014, -3.234, -4.530], [-0.416, 0.129, -0.861], [-1.561, -2.336, -0.279], [-3.086, 3.354, 1.728], [-2.128, -1.698, -0.962], [-2.206, 0.112, -2.566], [-1.242, 4.797, -2.338], [3.289, -3.458, -2.500], [0.119, 3.816, -1.711], [0.366, -0.483, 0.084], [-1.666, 2.303, -0.063], [-1.663, 0.859, -3.150], [-1.574, -0.486, -1.448], [-4.072, 3.796, 1.533], [2.645, -1.252, 1.117], [-0.874, 4.221, -1.487], [2.767, -1.381, -1.376], [3.331, -0.661, -2.423], [0.797, -0.852, 2.997], [3.745, -2.725, -3.604], [2.628, 1.546, 4.558], [-0.775, 4.894, -0.624], [-0.490, -2.494, 1.494], [3.372, 0.423, -2.355], [-3.425, -2.064, -1.308], [-0.357, -1.051, 1.634], [2.146, -0.433, 0.026], [2.219, 0.557, 4.342], [-2.330, 4.139, 1.601], [2.642, -0.562, 5.064], [3.826, -1.333, -3.539], [-4.097, 0.463, -3.514], [0.727, -2.929, 3.517], [-1.888, 3.142, -1.207], [-5.235, -1.420, -2.316], [-2.835, 2.158, 0.814], [-3.540, -0.169, -2.821], [1.280, 0.416, 3.319], [2.511, 0.967, -0.099], [3.399, -0.450, 5.842], [0.921, 1.286, 2.773], [2.787, -2.784, -1.383], [-0.055, 1.065, -1.287], [-3.078, 2.975, 2.761], [2.121, -1.825, 4.767]],
  "lowdin_charge": [0.044, -0.062, 0.101, 0.100, 0.100, 0.120, -0.087, -0.276, 0.102, 0.092, -0.016, 0.098, -0.099, 0.084, -0.021, -0.026, -0.037, 0.069, -0.079, 0.075, -0.366, -0.072, 0.116, -0.208, 0.081, -0.323, -0.035, -0.257, -0.066, -0.294, -0.092, 0.103, 0.072, -0.355, 0.108, -0.078, 0.721, 0.696, -0.075, 0.067, -0.091, -0.085, 0.104, 0.110, -0.524, 0.090, -0.447, -0.086, -0.061, -0.324, 0.096, 0.121, -0.044, 0.111, 0.081, -0.078],
  "charge": -1,
  "spin_multiplicity": 1,
  "orbital_gap_ev": 5.69
}

---

Entry 3:
{
  "formula": "C32H73MnN2O24",
  "method": "ωB97M-V/def2-TZVPD",
  "symbols": ["C", "H", "H", "O", "H", "H", "H", "H", "H", "O", "O", "H", "H", "O", "Mn", "H", "H", "C", "H", "H", "H", "H", "N", "O", "C", "H", "H", "O", "C", "C", "C", "O", "H", "C", "O", "O", "C", "H", "C", "C", "O", "O", "H", "H", "H", "C", "H", "H", "H", "O", "H", "C", "H", "H", "C", "O", "H", "H", "C", "H", "C", "O", "H", "N", "H", "C", "H", "H", "H", "H", "H", "H", "H", "H", "O", "C", "O", "H", "H", "H", "H", "O", "H", "C", "H", "O", "H", "H", "C", "C", "O", "H", "O", "H", "C", "H", "C", "H", "H", "H", "H", "H", "H", "H", "H", "C", "O", "H", "C", "C", "C", "C", "H", "C", "C", "O", "H", "C", "H", "O", "H", "H", "H", "H", "C", "H", "H", "H", "C", "O", "H", "H"],
  "xyz": [[-2.153, -5.051, -0.350], [-3.232, -4.973, -0.486], [5.639, -3.861, -2.827], [-1.604, -3.923, 0.364], [2.595, 2.762, 3.223], [-5.455, -1.437, -1.923], [-2.205, 3.303, 2.526], [-3.207, 4.186, 0.102], [-2.607, -0.247, -4.638], [-2.992, -1.098, -4.858], [4.336, -0.599, -2.799], [-3.331, -2.263, -1.687], [-1.491, -1.774, 5.075], [0.028, -2.313, -1.485], [0.397, -3.901, -0.143], [-0.884, 5.111, -0.111], [-4.868, 2.391, 0.741], [2.922, -0.473, -2.881], [0.360, -0.022, 5.564], [3.458, -0.992, 3.520], [1.616, -2.246, 2.697], [-0.585, 1.528, 3.697], [-1.375, 1.089, 5.697], [-0.385, 2.146, 1.425], [3.594, -3.241, -0.463], [-3.473, 1.744, -0.192], [-0.626, -2.291, 6.509], [-3.272, 3.897, -1.902], [-2.805, -1.952, -3.723], [-3.616, -1.550, -2.461], [-1.290, 1.738, 4.488], [-5.319, 1.776, -1.107], [3.564, 0.710, -5.146], [2.712, 1.620, 4.953], [3.807, -3.722, 5.476], [-0.127, -5.356, -1.615], [-0.576, 0.000, -1.501], [-3.185, -2.916, -4.062], [-0.546, -0.082, 6.168], [-4.384, 2.343, -0.234], [2.306, 1.655, 6.290], [0.141, 3.611, -3.721], [-1.596, 4.588, 3.591], [0.541, -0.001, 2.348], [0.036, 4.126, 1.538], [0.442, -1.231, 0.588], [2.935, -4.036, 5.226], [-2.175, -1.398, 6.617], [3.797, 1.660, 4.864], [-0.007, 5.072, 1.694], [-1.639, 4.210, -4.634], [2.385, 0.758, -3.629], [2.806, 1.668, -3.202], [-0.097, -1.346, -5.112], [-3.934, 3.804, -0.615], [-2.210, 1.512, -4.149], [-0.290, 3.358, -2.902], [-1.770, -4.342, -2.396], [-0.406, -3.378, -5.847], [-4.812, 4.448, -0.572], [-0.810, 3.518, -4.779], [-4.995, -1.626, -2.744], [-0.419, 1.350, -5.151], [-2.153, 2.798, 4.497], [1.875, 4.112, 5.596], [4.828, -3.898, -1.134], [-3.317, -0.567, -2.096], [2.534, -1.359, -3.383], [4.561, -1.846, 5.661], [-0.090, 0.105, 7.140], [-2.615, 1.238, 7.389], [2.529, -0.532, -1.866], [1.314, 0.830, -3.444], [-1.486, -3.275, -5.954], [0.909, -2.295, 1.036], [1.333, 5.481, -0.244], [-1.039, 2.199, -1.458], [-0.189, -1.492, -6.761], [-1.785, -2.167, -3.406], [-0.290, 6.656, 0.543], [5.725, -3.760, -0.530], [2.364, 4.031, 4.774], [4.079, -2.586, 3.093], [-1.538, -5.172, -1.729], [2.565, 0.805, 6.653], [2.196, 6.406, 0.324], [2.072, -1.275, -5.521], [3.556, -2.153, -0.504], [-2.323, 3.782, 3.498], [-1.275, 2.017, -5.052], [5.120, -3.227, -2.328], [-0.357, 3.923, -5.684], [2.616, 0.627, -5.027], [2.500, -3.823, -1.973], [-2.387, 1.680, 6.431], [0.158, -5.847, -2.389], [-0.062, 5.598, 0.413], [2.313, 0.675, 4.583], [4.711, -4.974, -1.260], [-0.765, -4.898, -4.762], [-2.317, -3.482, 0.833], [-1.987, -5.924, 0.281], [-0.886, -0.069, -2.534], [-1.824, -6.132, -2.159], [1.010, 2.692, 3.924], [-0.274, 1.101, 0.707], [1.693, -2.076, -5.890], [-5.620, 0.960, -0.699], [0.249, 0.013, 1.308], [-1.224, -1.481, 6.091], [-0.037, -1.207, -0.925], [3.352, -2.059, 3.711], [-1.815, 2.045, -5.999], [0.261, -2.000, -5.907], [3.706, -2.337, 5.195], [-0.153, -4.158, -4.749], [2.909, -1.857, 5.763], [-0.609, 1.144, -0.794], [4.510, -1.539, -2.710], [2.358, -3.812, -1.024], [-2.456, 3.411, -1.762], [1.325, 5.560, -1.331], [1.640, 4.462, -0.010], [-1.777, 1.478, -3.293], [2.068, 2.770, 4.176], [2.434, 6.112, 1.207], [-3.289, 4.286, 3.518], [-0.115, -3.967, -6.717], [-2.885, 2.739, 5.669], [2.018, -2.435, 3.548], [-3.729, 3.369, 5.906], [3.604, -3.465, 0.604]],
  "lowdin_charge": [-0.156, 0.144, 0.116, -0.101, 0.126, 0.076, 0.085, 0.094, 0.032, -0.042, -0.055, 0.093, 0.070, -0.055, 1.041, 0.106, 0.107, -0.238, 0.090, 0.101, 0.022, 0.115, -0.025, -0.021, -0.124, 0.094, 0.082, -0.072, -0.243, -0.241, 0.031, -0.048, 0.101, -0.249, -0.044, -0.097, 0.006, 0.114, -0.141, -0.252, -0.062, -0.077, 0.106, 0.102, 0.028, -0.267, 0.075, 0.070, 0.131, -0.089, 0.116, -0.202, 0.131, 0.098, -0.189, -0.073, 0.029, 0.114, -0.269, 0.117, -0.193, -0.034, 0.104, -0.075, 0.083, -0.205, 0.105, 0.110, 0.124, 0.125, 0.135, 0.097, 0.095, 0.113, -0.101, -0.248, -0.066, 0.124, 0.078, 0.123, 0.129, -0.039, 0.113, -0.179, 0.082, -0.042, 0.030, 0.123, -0.004, -0.207, -0.054, 0.112, -0.053, 0.111, 0.003, 0.126, -0.241, 0.086, 0.131, 0.083, 0.135, 0.136, 0.108, 0.147, 0.081, -0.313, -0.057, 0.074, 0.025, -0.047, -0.281, -0.248, 0.122, -0.208, -0.244, -0.066, 0.096, -0.260, 0.023, -0.128, 0.013, 0.122, 0.111, 0.036, -0.222, 0.088, 0.112, 0.123, 0.011, -0.075, 0.136, 0.115],
  "charge": 1,
  "de_lowest_kj_mol": 0.00,
  "spin_multiplicity": 6,
  "orbital_gap_ev": [7.30, 7.13]
}

---

Entry 4:
{
  "formula": "C14H10F3N2O4S3",
  "method": "ωB97M-V/def2-TZVPD",
  "symbols": ["S", "O", "C", "S", "O", "H", "N", "C", "C", "H", "H", "C", "F", "C", "C", "H", "C", "H", "O", "H", "S", "H", "H", "C", "C", "N", "C", "F", "C", "F", "C", "C", "C", "H", "H", "O"],
  "xyz": [[-1.556, -0.306, -0.328], [-0.949, -2.424, -2.520], [-0.569, -1.072, 2.426], [0.237, -2.001, -1.833], [1.529, -2.255, 1.263], [-2.396, -2.192, 2.539], [2.990, 0.145, 1.446], [0.155, 0.031, 2.872], [0.406, -0.181, -3.850], [0.479, 1.343, -5.383], [-3.441, -0.607, 4.157], [0.838, 1.022, -4.407], [-2.682, 1.967, -0.068], [-2.433, -0.423, 3.792], [2.296, -0.029, 0.517], [0.147, 1.793, 4.096], [-0.424, 0.932, 3.761], [2.726, 2.157, -1.821], [1.300, -2.893, -1.479], [1.156, 0.205, 2.505], [0.096, -2.141, 1.131], [1.890, 0.050, -0.668], [-0.371, -0.764, -4.330], [2.097, 1.476, -2.402], [0.865, -0.537, -2.572], [-0.073, -1.137, -0.280], [1.712, 1.837, -3.697], [-0.508, 1.990, 0.344], [-1.723, 0.707, 4.208], [-1.245, 1.921, -1.739], [-1.465, 1.504, -0.472], [1.671, 0.290, -1.847], [-1.855, -1.329, 2.905], [-2.183, 1.426, 4.882], [2.075, 2.778, -4.118], [-0.791, -3.285, 0.969]],
  "lowdin_charge": [1.055, -0.303, -0.301, 0.659, -0.305, 0.107, -0.012, -0.056, -0.069, 0.094, 0.100, -0.106, 0.064, -0.082, -0.257, 0.109, -0.063, 0.104, -0.271, 0.050, 0.652, -0.098, 0.101, -0.080, -0.328, -0.609, -0.096, 0.094, -0.086, 0.089, -0.810, -0.138, -0.086, 0.098, 0.094, -0.313],
  "charge": -1,
  "de_lowest_kj_mol": 193.18,
  "spin_multiplicity": 1,
  "orbital_gap_ev": 7.05
}

---

Here are the calculated energy numbers, same order: -325.71917; -2214.15788; -4328.94826; -2444.02872 (hartree).
Here are the calculated molar mass numbers, same order: 99.1; 483.6; 924.9; 423.4 (g mol⁻¹).